w | Below is one molecule with the formula C10H11NO3S, with properties calculated with ωB97M-V/def2-TZVPD.

Values from the calculation:
Orbital gap ... 9.600 eV

```
26
Properties=species:S:1:pos:R:3:lowdin_charge:R:1
C -3.92970 -0.08297 -1.04847 -0.11
C -3.14512 -0.44148 -2.13686 -0.08
C -3.52723 0.86739 -0.10785 -0.07
C -1.83111 0.11715 -2.20712 -0.08
C -2.27262 1.45066 -0.24041 -0.11
C -1.42024 1.11447 -1.29175 -0.39
C 0.21218 0.00269 1.13712 -0.60
C 1.18203 -1.70227 -1.01558 0.08
C 1.50731 -1.76706 0.27228 -0.40
C 2.82125 -2.32700 0.88413 -0.02
N 0.85263 0.90545 0.32655 -0.08
O -0.74424 0.35380 1.79313 0.10
O 1.05082 0.94016 -2.17168 -0.48
O 0.70347 -1.24806 1.23059 0.07
S 0.26243 1.66700 -1.21886 0.98
H -4.94882 -0.59550 -0.83588 0.13
H -3.32128 -1.35498 -2.81129 0.13
H -4.26919 1.29413 0.69534 0.15
H -1.16644 -0.03025 -3.15609 0.14
H -1.90125 2.06468 0.46728 0.07
H 1.78880 -2.18518 -1.75523 0.08
H 0.21777 -1.39462 -1.30841 0.05
H 1.89989 0.58554 0.04940 0.17
H 3.43107 -2.75360 0.18814 0.02
H 2.46762 -3.13443 1.66911 0.12
H 3.51009 -1.58196 1.50891 0.12
```

---

x | Below is a 2-piece molecular cluster, C10H11NO3S overall, with properties calculated with ωB97M-V/def2-TZVPD.

Values from the calculation:
Orbital gap ... 9.263 eV

```
26
Properties=species:S:1:pos:R:3:lowdin_charge:R:1
C -0.05719 1.12928 -3.35491 -0.06
C 1.01561 0.29088 -2.98828 -0.04
C -0.90366 1.63796 -2.37979 -0.03
C 1.25404 -0.12671 -1.67522 0.02
C -0.68172 1.25139 -1.11105 -0.17
C 0.32078 0.34070 -0.77035 -0.17
C -0.64912 0.83247 1.21767 0.00
C -1.49185 1.37746 0.12434 -0.09
C 1.01833 -2.23149 0.98853 -0.06
C 1.34931 -0.70487 1.14360 -0.15
N 0.24586 0.09003 0.59899 -0.04
O -0.00554 -0.06097 4.00082 -0.31
O -1.73383 -1.38186 2.81486 -0.31
O -2.19696 0.97169 3.72311 -0.29
S -1.31409 -0.09819 3.37893 0.59
H -0.32076 1.39908 -4.31675 0.08
H 1.62087 0.04299 -3.84475 0.10
H -1.79934 2.32129 -2.47594 0.15
H 1.93346 -0.83054 -1.37813 0.08
H -2.02697 2.24873 0.50003 0.13
H -2.29356 0.61373 0.21738 0.16
H 0.31159 -2.47301 1.70380 0.02
H 0.54014 -2.52056 0.07983 0.06
H 1.93821 -2.92242 1.02696 0.11
H 2.30301 -0.57314 0.57738 0.12
H 1.62338 -0.62395 2.19891 0.11
```

---

Going by the computed energies, the most stable comes first: x, w.

---

w | Below is a 10-piece molecular cluster, C6H32N2O9 overall, with properties calculated with ωB97M-V/def2-TZVPD.

Values from the calculation:
Orbital gap ... 7.941 eV
SMILES ... CCN/C=C/CCN.O.O.O.O.O.O.O.O.O

```
49
Properties=species:S:1:pos:R:3:lowdin_charge:R:1
C 1.85057 2.66732 -1.58509 -0.10
C 2.09415 1.35853 -2.36293 -0.26
N 2.39402 0.26967 -1.49145 -0.04
C 1.51483 -0.30976 -0.59989 -0.15
C 1.96500 -1.42407 0.04693 -0.14
C 1.09886 -2.10454 1.13954 -0.18
C 1.34758 -1.60251 2.59412 -0.25
N -0.02058 -1.20619 3.02547 -0.03
H 1.14680 2.57091 -0.75475 0.03
H 1.43962 3.59614 -2.07703 0.09
H 2.80309 2.88689 -1.11180 0.06
H 2.88148 1.49003 -3.14595 0.13
H 1.11140 1.18150 -2.88968 0.10
H 3.35094 0.09217 -1.26225 0.13
H 0.41832 -0.18111 -0.64167 0.12
H 3.00798 -1.65687 0.12660 0.10
H 0.10043 -1.70216 0.85196 0.08
H 1.34825 -3.16245 1.11913 0.11
H 1.58249 -2.39751 3.32186 0.10
H 2.21717 -0.93334 2.62807 0.10
H -0.09449 -0.93241 4.00600 0.08
H -0.27809 -0.33983 2.53058 0.06
O 1.62293 -2.92907 -2.41946 -0.05
H 2.08900 -2.23070 -1.96613 -0.02
H 0.76005 -2.96578 -2.00475 0.02
O -0.77025 -0.21772 -3.04159 -0.06
H -1.51743 -0.73439 -2.72574 0.02
H -1.16561 0.65165 -3.28325 0.04
O -2.61173 2.25406 -2.23371 -0.06
H -2.26902 3.06042 -2.64448 0.05
H -1.93662 2.09857 -1.55529 0.00
O -2.41444 -2.51005 -0.89465 -0.12
H -2.30134 -3.34307 -1.36493 0.05
H -2.48176 -2.81375 0.08454 0.01
O -1.29881 2.36690 0.51572 -0.10
H -1.90402 1.66790 0.22641 -0.01
H -0.68916 2.00763 1.20976 0.02
O -2.16406 -3.05274 1.58204 -0.07
H -2.93704 -2.69320 2.04578 0.07
H -1.49766 -2.39242 1.99927 0.06
O -2.60464 0.01514 -0.22115 -0.06
H -1.93061 -0.63238 -0.47998 0.01
H -3.24065 -0.07630 -0.93610 0.06
O -2.05530 2.82706 2.98572 -0.06
H -1.76117 1.92463 2.97041 0.00
H -2.29466 3.23339 2.15414 0.02
O 1.25749 1.77638 2.15791 -0.08
H 1.60401 2.26093 1.36466 0.06
H 1.23266 2.28650 3.00708 0.08
```

---

x | Below is a 10-piece molecular cluster, C6H32N2O9 overall, with properties calculated with ωB97M-V/def2-TZVPD.

Values from the calculation:
Orbital gap ... 9.222 eV
SMILES ... C=CC[C@H](C)NCN.O.O.O.O.O.O.O.O.O

```
49
Properties=species:S:1:pos:R:3:lowdin_charge:R:1
C -0.05538 -0.18658 3.85188 -0.01
C -0.02353 0.12675 2.57205 -0.18
C 1.04578 0.98887 1.96223 -0.16
C 2.06831 0.42401 0.90378 -0.39
C 3.29584 1.36289 0.96533 -0.05
N 1.39436 0.41201 -0.33575 -0.06
C 2.18370 -0.10373 -1.53563 -0.30
N 1.43096 -0.13568 -2.72841 0.01
H 0.54106 0.28263 4.63024 0.06
H -0.69125 -0.90249 4.30528 0.03
H -0.76903 -0.52054 1.88712 0.12
H 1.57084 1.56806 2.71576 0.11
H 0.63173 1.90050 1.57686 0.08
H 2.46002 -0.60373 1.15905 0.16
H 2.94473 2.40635 0.94626 0.09
H 3.92666 1.21504 1.80834 0.07
H 3.95063 1.28309 0.14753 0.04
H 0.86506 1.24481 -0.60912 0.10
H 3.12660 0.45690 -1.52249 0.09
H 2.55600 -1.15761 -1.41284 0.13
H 0.95226 -1.12100 -2.79205 0.07
H 0.72163 0.60071 -2.92896 0.05
O -2.36750 -2.74930 -1.19167 -0.16
H -1.43433 -2.22932 -1.05502 0.03
H -2.71188 -2.29918 -1.99663 0.01
O -1.33081 -3.13590 2.99237 0.01
H -1.19060 -2.88107 2.09392 0.00
H -0.64540 -2.78256 3.45284 -0.04
O -1.96007 -1.55474 -3.51527 -0.10
H -0.99927 -1.49421 -3.14825 0.05
H -2.26391 -0.65648 -3.69352 0.06
O -0.64443 3.37743 -0.02114 0.04
H -0.14992 3.83978 0.52318 -0.02
H -1.52193 3.24372 0.21634 0.00
O -1.81334 1.01881 -0.33814 -0.10
H -1.15134 0.43414 -0.77790 0.04
H -1.73594 0.90499 0.68591 0.07
O -0.49787 2.24433 -2.49357 0.02
H -1.08540 2.19233 -1.79820 -0.04
H -0.81640 2.31159 -3.31789 -0.01
O -0.35122 -1.70008 0.14510 -0.10
H 0.45748 -1.36781 -0.41624 0.09
H -0.20976 -2.63315 0.07588 0.04
O -3.08284 2.32035 2.20470 -0.07
H -2.84639 1.74986 3.01227 0.09
H -2.66605 2.05148 1.38291 -0.03
O -0.03215 -3.02563 -2.82215 -0.09
H -0.49969 -3.58181 -2.15534 0.07
H -0.57603 -3.13877 -3.61094 0.06
```

---

Going by the computed energies, the most stable comes first: w, x.

---

w | Below is one molecule with the formula C5H5FOS, with properties calculated with ωB97M-V/def2-TZVPD.

Values from the calculation:
Orbital gap ... 9.884 eV
SMILES ... FC1=C[C@@H]2O[C@@H]2[C@H]1S

```
13
Properties=species:S:1:pos:R:3:lowdin_charge:R:1
F -1.02566 -0.85337 -2.32931 0.07
C -0.42539 -0.63901 -1.14198 -0.25
C 0.13781 -1.52194 -0.34983 0.01
C 0.30220 -1.00738 1.04222 -0.19
O -1.01580 -0.64222 1.73388 -0.03
C -0.21028 0.35967 0.95146 -0.37
C -0.51272 0.88416 -0.41601 -0.38
S 1.20276 1.59485 -0.93781 0.66
H -0.00405 -2.46543 -0.54546 0.07
H 1.24681 -1.45477 1.55266 0.18
H 0.08762 1.13682 1.77492 0.17
H -1.28542 1.63093 -0.86154 0.14
H 1.50211 2.97767 -0.47320 -0.08
```

---

x | Below is C5H5FOS as an isolated structure, with properties calculated with ωB97M-V/def2-TZVPD.

Values from the calculation:
Orbital gap ... 9.589 eV

```
13
Properties=species:S:1:pos:R:3:lowdin_charge:R:1
C -0.96378 0.27096 -0.44345 -0.72
C -0.15842 1.11472 0.55952 -0.26
C 0.42163 0.10062 -1.01739 -0.14
C 1.07339 -0.79977 0.06221 -0.19
C 0.79515 -0.05082 1.17755 0.09
H -1.27079 -2.21280 0.25126 0.01
H -1.73351 0.87566 -1.07101 0.11
H -0.57564 1.92104 1.28829 0.18
H 0.51496 -0.17807 -2.03850 0.14
H 1.26482 -0.09894 2.10119 0.08
O 0.63827 1.56869 -0.53844 -0.05
F 2.15372 -1.59653 -0.30079 0.03
S -2.15981 -0.91477 -0.03044 0.71
```

---

y | Below is one molecule with the formula C5H5FOS, with properties calculated with ωB97M-V/def2-TZVPD.

Values from the calculation:
Orbital gap ... 10.065 eV
SMILES ... C=C(F)C(=C)SC=O

```
13
Properties=species:S:1:pos:R:3:lowdin_charge:R:1
C -2.19564 -0.63187 0.49297 0.10
C -0.88652 -0.67578 0.26769 -0.39
F -0.26771 -1.87682 0.07073 0.02
C 0.03980 0.45170 0.18561 -0.57
C -0.29865 1.57608 -0.41958 0.03
S 1.60905 0.26540 1.08756 0.98
C 2.58626 -0.51726 -0.18779 -0.55
O 3.79453 -0.76747 -0.06214 -0.05
H -2.66371 0.33816 0.70699 0.08
H -2.78391 -1.50866 0.37842 0.06
H 0.31252 2.50220 -0.36084 0.08
H -1.21833 1.60329 -1.04938 0.09
H 1.97232 -0.75899 -1.11026 0.10
```

---

Going by the computed energies, the most stable comes first: y, w, x.

---

w | Below is one molecule with the formula C5H9N2P, with properties calculated with ωB97M-V/def2-TZVPD.

Values from the calculation:
Orbital gap (spin up / spin down) ... 6.621 / 6.620 eV

```
17
Properties=species:S:1:pos:R:3:lowdin_charge:R:1
C -2.69754 -1.74068 -0.09365 -0.62
C -0.41235 -0.28775 -0.28619 -0.26
C 1.00530 1.57150 -1.03452 -0.04
C 1.40319 0.30551 1.31365 -0.06
C 0.91040 0.22377 -0.14898 -0.40
N -2.51133 -0.52949 0.51167 -0.10
N -1.44857 0.12930 0.36338 0.00
P -1.65439 -2.62307 -1.06090 0.93
H -3.70030 -2.07192 0.09146 0.04
H 0.37469 2.34310 -0.47313 0.11
H 0.71922 1.48811 -2.07016 0.06
H 1.99612 1.93045 -1.16376 0.04
H 2.03840 1.24842 1.32641 0.09
H 2.11601 -0.44521 1.73199 0.08
H 0.61373 0.36509 2.06823 0.07
H 1.59404 -0.52490 -0.55602 0.13
H -0.34664 -1.38222 -0.51948 -0.06
```

---

x | Below is a 2-piece molecular cluster, C5H9N2P overall, with properties calculated with ωB97M-V/def2-TZVPD.

Values from the calculation:
Orbital gap ... 8.703 eV
SMILES ... C1#[PH]C=NN1.C=CC

```
17
Properties=species:S:1:pos:R:3:lowdin_charge:R:1
C -1.70500 -1.00309 -0.35988 -0.31
P -2.05985 0.06395 1.13074 0.85
C -2.90475 1.22944 -0.02506 -0.38
N -2.78991 0.84506 -1.24400 -0.04
N -2.21849 -0.40085 -1.39161 -0.13
H -0.64422 0.51040 1.07104 -0.04
H -3.28007 2.24055 0.05516 0.06
H -2.25610 -0.83565 -2.22586 0.07
C 2.37034 0.64127 -0.53106 -0.03
C 1.82651 -0.50895 -0.18418 -0.30
C 1.65221 -0.82733 1.22334 -0.16
H 2.74732 1.31014 0.19264 0.03
H 2.96447 0.70454 -1.52111 0.09
H 1.40372 -1.17445 -0.88778 0.08
H 2.34180 -1.63942 1.53414 0.08
H 0.61537 -1.29127 1.40791 0.06
H 1.93665 0.13568 1.75558 0.09
```

---

Going by the computed energies, the most stable comes first: x, w.